(P)
The following is a quantum chemistry calculation of a 2-piece molecular cluster, C3H5Cl overall, from OMol25.

Structure (XYZ):
```
9
C3H5Cl (ωB97M-V with the def2-TZVPD basis set)
C 1.17 1.31 -0.07
C 1.42 0.08 0.05
C -1.84 -0.70 -0.04
Cl 3.10 -0.48 0.08
H 0.84 2.31 -0.09
H 0.49 -0.58 0.15
H -1.79 -0.87 0.96
H -2.15 0.24 -0.39
H -1.24 -1.31 -0.65
```

Computed properties:
* LUMO (spin up / spin down): -0.35 / -0.27 eV
* total charge: 0

---

(Q)
The following is a quantum chemistry calculation of a 2-piece molecular cluster, C3H5Cl overall, from OMol25.

Structure (XYZ):
```
9
C3H5Cl (ωB97M-V with the def2-TZVPD basis set)
C 1.11 1.76 0.50
C 0.69 2.20 -0.54
Cl 0.20 3.09 -1.84
H 1.60 1.31 1.29
C -0.72 -1.68 0.16
H -0.02 -1.67 1.00
H -1.72 -2.13 0.45
H -0.92 -0.66 -0.29
H -0.22 -2.22 -0.73
```

Computed properties:
* LUMO: 0.78 eV
* total charge: 0
* structure (SMILES): C#CCl.C

---

Ordering by calculated energy gives the sequence (Q), (P), with the first entry being the most stable.

---

(P)
The following is a quantum chemistry calculation of a 2-piece molecular cluster, C5H7NO2 overall, from OMol25.

Structure (XYZ):
```
15
C5H7NO2 (ωB97M-V with the def2-TZVPD basis set)
C -0.23 1.74 -0.47
C 0.36 0.44 0.01
C 1.33 0.04 0.76
C 1.24 -1.59 0.84
C -0.28 -0.71 -0.53
H -0.89 2.03 1.44
H -0.72 1.39 -1.52
H 0.61 2.41 -0.55
H 2.24 0.51 1.20
H 1.49 -1.74 1.93
H 1.94 -2.12 0.34
H 0.05 -2.85 -0.94
N -0.14 -1.93 0.32
O -1.08 2.47 0.45
O -1.21 -0.68 -1.43
```

Computed properties:
* LUMO: -0.47 eV
* total charge: 0

---

(Q)
The following is a quantum chemistry calculation of C5H7NO2 as an isolated structure, from OMol25.

Structure (XYZ):
```
15
C5H7NO2 (ωB97M-V with the def2-TZVPD basis set)
C -1.58 -0.45 0.25
C -0.36 0.14 -0.32
C -0.42 0.54 -1.65
C 0.80 0.69 1.73
C 1.68 -0.57 -0.17
H -1.49 -0.51 1.62
H -2.61 0.18 -0.06
H -1.79 -1.66 -0.35
H 0.41 0.86 -2.11
H -1.24 0.46 -2.44
H 0.06 1.67 1.67
H 1.52 -0.59 -1.46
N 0.71 0.06 0.51
O 1.53 0.23 2.64
O 2.80 -1.05 0.15
```

Computed properties:
* LUMO: -0.13 eV
* total charge: 0

---

Ordering by calculated energy gives the sequence (Q), (P), with the first entry being the most stable.

---

(P)
The following is a quantum chemistry calculation of one molecule with the formula C5H7NO2, from OMol25.

Structure (XYZ):
```
15
C5H7NO2 (ωB97M-V with the def2-TZVPD basis set)
N -0.45 -0.98 1.82
C -0.41 -1.79 0.61
C -0.28 -1.40 -0.65
C -0.21 -0.15 -1.13
O -0.36 0.37 -2.34
C -0.15 0.82 0.13
C 0.49 2.08 0.26
O 1.25 0.95 0.70
H 0.55 -0.28 1.86
H -0.25 -1.54 2.56
H -0.71 -2.78 0.78
H -0.74 -2.20 -1.44
H -0.87 0.49 0.98
H 1.17 2.27 -0.66
H 0.27 2.95 0.94
```

Computed properties:
* LUMO: -0.23 eV
* total charge: 0
* structure (SMILES): N/C=C\C(=O)[C@@H]1CO1

---

(Q)
The following is a quantum chemistry calculation of one molecule with the formula C5H7NO2, from OMol25.

Structure (XYZ):
```
15
C5H7NO2 (ωB97M-V with the def2-TZVPD basis set)
O -1.45 2.43 -0.77
C -0.97 1.35 -0.44
N -1.43 0.07 -0.80
C -0.19 -0.89 -0.88
C 1.08 -0.68 -0.40
C 1.53 -0.12 0.82
C 0.29 0.18 1.60
O -0.29 1.40 0.81
H -2.42 -0.06 -1.49
H -0.16 -1.22 -1.87
H -0.65 -1.76 -0.40
H 1.95 -0.75 -1.10
H 2.62 0.38 0.98
H -0.38 -0.88 1.21
H 0.46 0.55 2.74
```

Computed properties:
* LUMO: 0.24 eV
* total charge: 0
* structure (SMILES): O=C1NCC=CCO1

---

Ordering by calculated energy gives the sequence (Q), (P), with the first entry being the most stable.

---

(P)
The following is a quantum chemistry calculation of one molecule with the formula C5H7NO2, from OMol25.

Structure (XYZ):
```
15
C5H7NO2 (ωB97M-V with the def2-TZVPD basis set)
C -1.06 0.45 -0.01
C 0.18 0.61 0.99
C 0.21 0.65 -0.90
C 1.32 -0.32 -0.68
C 1.23 -0.49 0.79
H -1.44 -1.55 0.35
H -2.50 -0.89 -0.73
H -1.53 1.39 0.04
H -0.06 1.00 1.97
H -0.06 1.00 -1.95
H 2.15 -0.53 -1.34
H 2.13 -0.75 1.42
N -1.92 -0.68 0.10
O 0.62 1.63 0.03
O 0.74 -1.52 -0.10
```

Computed properties:
* LUMO: 0.99 eV
* total charge: 0

---

(Q)
The following is a quantum chemistry calculation of one molecule with the formula C5H7NO2, from OMol25.

Structure (XYZ):
```
15
C5H7NO2 (ωB97M-V with the def2-TZVPD basis set)
O -2.60 1.18 -0.31
C -2.09 0.01 -0.06
O -2.89 -1.09 0.18
C -0.65 -0.05 -0.08
N 0.06 -1.14 -0.28
C 1.46 -0.88 -0.31
C 1.57 0.60 0.22
C 0.18 1.12 -0.10
H -2.44 -1.92 0.25
H 1.97 -1.48 0.50
H 1.91 -1.30 -1.20
H 2.57 1.06 -0.09
H 1.36 0.45 1.51
H -0.12 1.79 0.81
H -0.30 1.67 -1.04
```

Computed properties:
* LUMO: -0.25 eV
* total charge: 0
* structure (SMILES): O=C(O)C1=NCCC1

---

Ordering by calculated energy gives the sequence (Q), (P), with the first entry being the most stable.

---

(P)
The following is a quantum chemistry calculation of one molecule with the formula C5H7NO2, from OMol25.

Structure (XYZ):
```
15
C5H7NO2 (ωB97M-V with the def2-TZVPD basis set)
C -1.49 0.99 -0.49
N -0.64 0.45 0.57
C 0.48 -0.45 0.30
C 1.76 0.36 -0.07
O 2.80 -0.08 -0.41
O 1.59 1.63 0.19
C 0.10 -1.68 -0.49
C 0.60 -1.84 0.72
H -0.94 1.24 -1.54
H -2.31 0.19 -0.66
H -2.05 1.85 0.00
H -1.14 0.28 1.42
H 0.64 1.54 0.30
H -0.16 -2.09 -1.50
H 0.76 -2.41 1.66
```

Computed properties:
* LUMO: 0.80 eV
* total charge: 0
* structure (SMILES): CNC1(C(=O)O)C=C1

---

(Q)
The following is a quantum chemistry calculation of a 2-piece molecular cluster, C5H7NO2 overall, from OMol25.

Structure (XYZ):
```
15
C5H7NO2 (ωB97M-V with the def2-TZVPD basis set)
C -0.92 -0.62 1.54
C 0.54 -0.19 1.11
C 1.24 -0.93 0.03
O 1.69 -1.90 -0.44
C 1.02 0.49 -0.12
C 1.10 1.52 -0.90
N 0.80 2.40 -1.69
H -1.29 0.38 1.93
H -0.90 -1.30 2.34
H -1.60 -0.98 0.77
H 1.11 -0.06 2.00
H 1.36 3.28 -1.86
O -1.07 -0.76 -2.55
H -0.99 -0.84 -3.49
H -0.19 -0.88 -2.08
```

Computed properties:
* LUMO: 0.18 eV
* total charge: 0
* structure (SMILES): C[C@H]1C(=O)C1=C=N.O

---

(R)
The following is a quantum chemistry calculation of C5H7NO2 as an isolated structure, from OMol25.

Structure (XYZ):
```
15
C5H7NO2 (ωB97M-V with the def2-TZVPD basis set)
C -1.00 -0.38 -0.59
C -0.44 1.02 -0.29
C -0.43 0.75 1.15
C -0.04 -0.76 0.61
C 1.33 -0.30 0.03
H -2.54 -1.37 -0.01
H -0.96 -0.89 -1.62
H -1.00 1.86 -0.83
H -1.20 0.95 1.80
H 0.47 1.24 1.61
H -0.26 -1.50 1.35
H 1.35 1.11 -1.36
N 0.94 0.95 -0.52
O -2.37 -0.49 -0.26
O 2.50 -0.75 -0.08
```

Computed properties:
* LUMO: 0.74 eV
* total charge: 0

---

Ordering by calculated energy gives the sequence (R), (P), (Q), with the first entry being the most stable.

---

(P)
The following is a quantum chemistry calculation of a 2-piece molecular cluster, C5H7NO2 overall, from OMol25.

Structure (XYZ):
```
15
C5H7NO2 (ωB97M-V with the def2-TZVPD basis set)
C -1.05 -0.67 -0.14
C -1.97 -1.25 -0.94
C 3.18 -0.11 -0.13
C -0.44 -0.53 1.16
C 0.19 0.09 -0.09
N -0.26 1.63 -0.15
O 3.21 -1.23 -0.12
O 3.29 1.06 -0.16
H -1.97 -1.15 -2.01
H -2.53 -2.05 -0.51
H -0.90 -0.02 2.08
H 0.06 -1.51 1.42
H -0.30 1.83 -1.12
H 0.57 2.10 0.22
H -1.08 1.81 0.47
```

Computed properties:
* LUMO: 0.43 eV
* total charge: 0

---

(Q)
The following is a quantum chemistry calculation of a 2-piece molecular cluster, C5H7NO2 overall, from OMol25.

Structure (XYZ):
```
15
C5H7NO2 (ωB97M-V with the def2-TZVPD basis set)
C 0.01 0.97 -0.09
C 0.62 0.01 0.88
C 1.36 -0.83 -0.34
C -0.03 -0.27 -1.09
C -0.75 -1.21 -0.15
H -2.13 1.60 -0.53
H -1.68 1.35 1.65
H 0.81 1.68 -0.47
H 0.93 0.52 1.75
H 1.74 -1.82 -0.23
H 2.48 -0.26 -0.51
H -0.34 -0.21 -2.08
N -1.23 1.64 0.36
O -1.44 -2.21 -0.39
O -0.35 -0.97 1.22
```

Computed properties:
* LUMO: 0.31 eV
* total charge: 0

---

(R)
The following is a quantum chemistry calculation of one molecule with the formula C5H7NO2, from OMol25.

Structure (XYZ):
```
15
C5H7NO2 (ωB97M-V with the def2-TZVPD basis set)
O -1.85 0.19 -1.30
C -1.85 -0.49 -0.04
C -0.87 0.25 0.88
C 0.51 0.23 0.23
C 1.49 1.08 -0.06
N 2.66 0.42 -0.54
C 2.27 -0.83 -0.33
O 1.09 -0.98 0.12
H -0.97 0.59 -1.40
H -2.95 -0.51 0.31
H -1.60 -1.55 -0.09
H -1.30 1.30 1.00
H -0.82 -0.07 1.95
H 1.43 2.15 0.03
H 2.75 -1.79 -0.77
```

Computed properties:
* LUMO: 0.85 eV
* total charge: 0
* structure (SMILES): OCCc1cnco1

---

Ordering by calculated energy gives the sequence (R), (P), (Q), with the first entry being the most stable.